Below is 2 unconnected molecules or ions with the total composition C2H8N at a distorted geometry, with properties calculated with wB97M-V/def2-TZVPD.

## Properties
- electronic energy (hartree) = -135.45259
- charge = +1
- strongest force on any atom (hartree/bohr) = 0.027
- energy relative to the best compared isomer or geometry (same formula, charge and spin) (kcal per mole) = 30.26
- orbital gap (eV) = 9.7

Last column: Mulliken charge in e.
Positions of all 11 atoms, in Å:
N  0.3887  0.2029  -2.0165  -0.48
H  0.8120  0.9547  -2.5503  0.38
H  1.1143  -0.4977  -1.8532  0.39
H  -0.1144  0.4757  -1.1568  0.26
H  -0.4264  -0.2108  -2.4846  0.41
C  0.1655  -0.4049  2.0708  -0.40
C  -0.7993  0.0983  1.3051  -0.84
H  0.4030  -1.4586  2.0994  0.26
H  0.8306  0.2586  2.6105  0.25
H  -1.4900  -0.5857  0.8214  0.36
H  -0.8839  1.1676  1.1542  0.39